[1]
Below is an isolated molecule of Br2H2N2 in a non-equilibrium geometry, with properties calculated with ωB97M-V/def2-TZVPD.

```
6
Properties=species:S:1:pos:R:3
N 0.402 -0.055 -0.771
N -0.667 -0.255 0.565
Br 0.963 1.743 -0.711
Br 0.160 -0.059 2.139
H 0.042 -0.101 -1.735
H -0.900 -1.274 0.513
```

Results
ΔE to the lowest compared entry with this formula, charge and spin (kcal per mole): 39.80
SMILES: BrNNBr
HOMO (eV): -9.081
Energy (eV): -143093.686
Gap between HOMO and LUMO (eV): 9.2
2S+1: 1

[2]
Below is a 6-piece molecular cluster, C18H38N2O12 overall, with properties calculated with ωB97M-V/def2-TZVPD.

```
70
Properties=species:S:1:pos:R:3
C -3.684 -1.953 2.189
N -3.515 -0.508 2.503
O -3.249 -0.205 3.644
O -3.694 0.275 1.592
H -3.359 -2.528 3.047
H -3.105 -2.186 1.301
H -4.728 -2.138 1.954
C -0.384 -1.100 0.240
N 0.787 -0.300 0.682
O 0.876 -0.058 1.867
O 1.568 0.072 -0.169
H -0.079 -2.093 -0.071
H -0.815 -0.607 -0.630
H -1.119 -1.053 1.031
O -4.487 4.406 3.151
C -3.936 3.663 3.918
O -2.668 3.256 3.763
C -1.988 3.754 2.608
C -0.648 3.068 2.544
C -4.563 3.075 5.156
H -1.907 4.841 2.643
H -2.570 3.523 1.711
H -0.776 1.992 2.682
H 0.023 3.412 3.333
H -0.156 3.210 1.582
H -4.395 3.705 6.028
H -4.123 2.100 5.371
H -5.631 2.944 5.005
O 5.650 3.762 -0.063
C 4.533 3.528 -0.448
O 3.784 4.424 -1.107
C 4.371 5.717 -1.268
C 3.293 6.684 -1.721
C 3.842 2.206 -0.297
H 5.162 5.673 -2.019
H 4.804 6.035 -0.321
H 3.676 7.697 -1.609
H 2.384 6.572 -1.130
H 3.013 6.511 -2.760
H 2.834 2.204 -0.696
H 3.782 1.966 0.765
H 4.443 1.432 -0.769
O 4.474 -2.578 -0.327
C 3.750 -2.617 -1.286
O 2.557 -3.233 -1.279
C 2.206 -3.925 -0.059
C 2.956 -5.227 0.127
C 4.038 -1.943 -2.588
H 1.138 -4.113 -0.171
H 2.376 -3.232 0.766
H 2.611 -5.675 1.061
H 4.023 -5.040 0.225
H 2.774 -5.912 -0.699
H 3.167 -1.933 -3.240
H 4.823 -2.476 -3.127
H 4.395 -0.938 -2.382
O -3.408 -2.222 -2.155
C -3.748 -3.120 -2.887
O -3.055 -4.255 -3.029
C -1.770 -4.292 -2.375
C -0.776 -3.292 -2.956
C -4.973 -3.100 -3.743
H -1.410 -5.306 -2.518
H -1.955 -4.133 -1.307
H 0.237 -3.615 -2.716
H -0.913 -2.276 -2.604
H -0.953 -3.303 -4.034
H -4.744 -2.566 -4.668
H -5.770 -2.557 -3.243
H -5.299 -4.100 -4.020
```

Results
ΔE to the lowest compared entry with this formula, charge and spin (kcal per mole): 0.00
SMILES: C[N+](=O)[O-].C[N+](=O)[O-].CCOC(C)=O.CCOC(C)=O.CCOC(C)=O.CCOC(C)=O
HOMO (eV): -9.973
Energy (eV): -46828.039
Gap between HOMO and LUMO (eV): 10.1
2S+1: 1

[3]
Below is C36H29N5Sn as an isolated structure, with properties calculated with ωB97M-V/def2-TZVPD.

```
71
Properties=species:S:1:pos:R:3
Sn -0.082 0.168 -0.027
C -3.617 -2.349 0.920
C -2.595 -1.405 1.001
N -1.748 -1.203 0.008
C -1.841 -1.907 -1.160
C -2.866 -2.860 -1.321
C -3.748 -3.068 -0.240
C -2.983 -3.556 -2.546
C -2.112 -3.265 -3.548
C -1.084 -2.307 -3.391
C -0.884 -1.635 -2.206
N 0.102 -0.687 -1.898
C 1.376 -0.567 -2.471
C 1.788 -0.951 -3.728
C 3.124 -0.791 -4.162
C 4.074 -0.219 -3.375
C 3.702 0.248 -2.093
C 4.609 0.887 -1.223
C 4.199 1.351 -0.001
C 2.863 1.180 0.358
N 1.998 0.571 -0.434
C 2.372 0.087 -1.655
H -4.289 -2.488 1.754
H -2.473 -0.788 1.884
H -4.537 -3.802 -0.344
H -3.770 -4.287 -2.672
H -2.203 -3.762 -4.504
H -0.479 -2.104 -4.252
H 1.097 -1.363 -4.436
H 3.380 -1.126 -5.158
H 5.093 -0.096 -3.714
H 5.637 1.013 -1.541
H 4.878 1.853 0.674
H 2.484 1.560 1.300
C -0.287 1.647 4.198
C -0.378 1.497 2.814
N 0.066 0.407 2.197
C 0.625 -0.593 2.925
C 0.754 -0.520 4.313
C 0.276 0.643 4.946
C 1.356 -1.616 5.020
C 1.796 -2.708 4.362
C 1.676 -2.808 2.934
C 2.115 -3.919 2.188
C 1.958 -3.926 0.826
C 1.362 -2.825 0.200
N 0.944 -1.773 0.880
C 1.094 -1.757 2.221
H -0.662 2.550 4.658
H -0.815 2.260 2.180
H 0.358 0.737 6.022
H 1.449 -1.545 6.096
H 2.249 -3.529 4.901
H 2.573 -4.758 2.697
H 2.285 -4.765 0.229
H 1.224 -2.799 -0.874
C -3.452 4.084 -1.507
C -2.145 4.344 -0.743
C -2.440 5.052 0.587
C -1.193 5.195 -1.597
C -1.501 3.055 -0.461
C -0.970 1.993 -0.229
H -3.936 5.037 -1.723
H -4.139 3.477 -0.916
H -3.259 3.575 -2.451
H -2.921 6.010 0.387
H -1.521 5.245 1.141
H -3.112 4.458 1.208
H -1.666 6.153 -1.812
H -0.970 4.702 -2.543
H -0.257 5.384 -1.072
```

Results
ΔE to the lowest compared entry with this formula, charge and spin (kcal per mole): 0.00
HOMO (eV): -12.825
Energy (eV): -51073.206
Gap between HOMO and LUMO (eV): 6.5
2S+1: 1
Net charge: +2